Entry 1:
Here is a structure of composition C33H36N7STc from the OMol25 dataset. Energies are from wB97M-V/def2-TZVPD.

Results
LUMO level (spin up / spin down) = -10.5485 / -10.0272 eV
Charge = +3
Multiplicity = 2
Highest occupied orbital energy (spin up / spin down) = -16.2 / -16.3 eV

XYZ file:
```
78
Properties=species:S:1:pos:R:3:forces:R:3:lowdin_charge:R:1
Tc 0.091924 0.026972 -0.338146 -0.1 0.0 -0.3 1.27
C 5.216807 -1.691382 4.118425 0.0 0.0 0.0 -0.01
C 3.959409 -1.246614 3.440761 0.0 0.0 0.0 -0.21
C 3.254810 -0.122414 3.878561 0.0 0.0 0.0 0.01
C 2.115181 0.280398 3.229140 0.0 0.1 0.0 0.00
C 1.610926 -0.407916 2.110612 0.0 0.0 0.0 -0.22
N 0.436917 0.081640 1.499101 0.0 0.1 0.5 -0.08
C -0.530080 0.594964 2.411846 0.0 -0.1 0.0 -0.23
C -0.798101 -0.146316 3.570824 0.0 0.0 0.0 0.00
C -1.717847 0.282615 4.500325 0.0 0.0 0.0 0.01
C -2.416057 1.480529 4.316973 0.0 0.0 0.0 -0.22
C -3.430432 1.946156 5.315474 0.0 0.0 0.0 -0.01
C -2.178683 2.198030 3.150091 0.0 0.0 -0.1 0.04
C -1.260687 1.766145 2.201008 0.0 0.1 0.0 -0.14
N -1.104064 2.534080 1.012125 -0.2 0.1 0.0 -0.06
C -1.458334 3.827331 0.806685 0.1 -0.2 0.1 0.00
C -1.390600 4.076294 -0.542854 0.1 0.0 -0.1 0.01
C -0.983037 2.868871 -1.111296 0.0 0.1 0.0 -0.11
N -0.825303 1.936486 -0.173024 0.1 -0.2 0.1 -0.11
C 2.328866 -1.524579 1.653250 0.1 0.0 0.0 -0.10
C 3.483011 -1.915924 2.318971 0.0 0.0 0.0 0.05
N 1.925808 -2.285348 0.523908 0.0 -0.2 0.0 -0.04
C 2.454107 -3.473771 0.139436 0.0 0.1 0.0 0.01
C 2.182694 -3.658465 -1.191994 0.0 0.0 0.0 0.02
C 1.476260 -2.519586 -1.570107 -0.1 0.0 0.0 -0.11
N 1.286297 -1.709039 -0.529699 0.0 0.2 0.1 -0.13
H 5.224203 -1.398128 5.166431 0.0 0.0 0.0 0.10
H 6.080780 -1.224608 3.638299 0.0 0.0 0.0 0.11
H 5.344865 -2.770745 4.055061 0.0 0.0 0.0 0.10
H 3.612148 0.439083 4.732589 0.0 0.0 0.0 0.14
H 1.587570 1.157412 3.580258 0.0 0.0 0.0 0.13
H -0.263526 -1.074055 3.729336 0.0 0.0 0.0 0.14
H -1.899222 -0.315775 5.384513 0.0 0.0 0.0 0.14
H -3.110818 1.714288 6.330155 0.0 0.0 0.0 0.10
H -4.381558 1.435436 5.147742 0.0 0.0 0.0 0.11
H -3.606865 3.017159 5.241237 0.0 0.0 0.0 0.09
H -2.758309 3.094138 2.969289 0.0 0.0 0.0 0.13
H -1.726407 4.471289 1.627976 0.0 0.0 0.0 0.15
H -1.604741 5.005015 -1.044884 0.0 0.0 0.0 0.13
H -0.785266 2.634144 -2.146720 0.0 0.0 0.0 0.13
H 4.059916 -2.752003 1.950196 0.0 0.0 0.0 0.13
H 2.990313 -4.098387 0.832852 0.0 0.0 0.0 0.14
H 2.466470 -4.496990 -1.805351 0.0 0.0 0.0 0.13
H 1.088607 -2.259272 -2.539702 0.0 0.0 0.0 0.12
C -3.277052 -0.188920 0.783698 0.0 0.0 0.0 -0.01
C -2.352917 -1.029868 -0.047615 0.0 0.1 0.0 -0.31
C -2.054616 -2.336803 0.330680 0.0 0.0 0.0 0.01
C -1.626822 -3.287568 -0.602809 0.0 0.1 0.0 -0.23
C -1.457153 -4.717251 -0.195399 0.0 0.0 0.0 -0.01
C -1.433213 -2.891486 -1.926771 0.1 0.0 0.0 -0.01
C -1.564531 -1.567823 -2.322217 0.0 0.1 0.1 -0.27
C -1.366261 -1.157994 -3.751212 0.0 0.0 0.0 -0.02
C -1.990034 -0.621636 -1.356857 -0.1 -0.1 -0.2 -0.15
H -4.297796 -0.498792 0.543489 0.0 0.0 0.0 0.12
H -3.209851 0.869332 0.539427 0.0 0.0 0.0 0.08
H -3.135910 -0.340613 1.852598 0.0 0.0 0.0 0.08
H -2.289244 -2.656640 1.341204 0.0 0.0 0.0 0.14
H -2.437446 -5.181807 -0.062261 0.0 0.0 0.0 0.11
H -0.931722 -4.797300 0.756977 0.0 0.0 0.0 0.09
H -0.918438 -5.290222 -0.947397 0.0 0.0 0.0 0.09
H -1.157960 -3.638183 -2.664295 0.0 0.0 0.0 0.15
H -2.238237 -1.450930 -4.340196 0.0 0.0 0.0 0.11
H -0.504926 -1.649824 -4.205504 0.0 0.0 0.0 0.09
H -1.248556 -0.079304 -3.856601 0.0 0.0 0.0 0.08
H -2.323125 0.349261 -1.712598 0.0 0.0 0.0 0.12
C 3.339241 3.153406 -3.033762 0.0 0.0 0.0 0.02
N 2.837473 3.493406 -1.696464 -0.1 0.0 0.0 -0.09
C 2.951066 4.733994 -1.102216 0.0 0.0 0.0 0.01
C 2.390829 4.649210 0.124397 0.0 0.1 0.0 -0.01
N 1.945387 3.352343 0.256314 0.0 -0.1 0.1 0.10
C 2.220002 2.657984 -0.853894 0.0 0.0 -0.1 -0.65
S 1.998772 0.963527 -1.196629 0.1 0.0 -0.2 0.75
H 3.780168 4.047508 -3.462368 0.0 0.0 0.0 0.11
H 2.516687 2.815883 -3.659191 0.0 0.0 0.0 0.10
H 4.096945 2.377655 -2.955132 0.0 0.0 0.0 0.10
H 3.424495 5.558957 -1.606930 0.0 0.0 0.0 0.15
H 2.279563 5.382766 0.904108 0.0 0.0 0.0 0.14
H 1.501795 2.962253 1.072442 0.0 0.0 0.0 0.15
```
Positions in Å, forces in eV/Å.

=====

Entry 2:
Here is a structure of composition C33H37BeN4OSSb from the OMol25 dataset. Energies are from wB97M-V/def2-TZVPD.

Results
LUMO level = 4.7408 eV
Charge = -2
Energy relative to the best compared isomer or geometry (same formula, charge and spin) = 0.00 kJ/mol
Highest occupied orbital energy = -0.6 eV

XYZ file:
```
78
Properties=species:S:1:pos:R:3:forces:R:3:lowdin_charge:R:1
Be 0.928751 1.096397 -2.624474 -0.4 -0.4 -0.1 -0.16
N 0.403322 4.750625 -1.159016 0.2 0.0 0.0 0.06
C 0.973494 3.614396 -1.701242 -0.1 0.0 -0.1 -0.88
S 0.617310 3.216812 -3.341607 0.1 0.2 -0.2 0.67
N 1.760127 2.920799 -0.929256 0.2 0.3 0.5 0.01
N 2.105439 1.731898 -1.512147 0.0 0.1 -0.4 -0.12
C 3.214746 1.167531 -1.227083 -0.2 0.2 0.1 -0.07
C 3.550060 -0.108701 -1.807090 0.0 -0.4 -0.2 -0.15
C 4.623871 -0.844255 -1.299457 -0.1 0.1 0.0 -0.07
C 4.946480 -2.095915 -1.783776 0.1 -0.1 0.0 -0.13
C 4.170761 -2.638543 -2.809760 -0.1 0.1 0.0 -0.12
C 3.119188 -1.926991 -3.348017 0.0 -0.1 -0.1 -0.03
C 2.772636 -0.638529 -2.883078 0.1 0.1 0.0 -0.31
O 1.796899 0.009687 -3.441310 0.1 0.0 -0.1 -0.07
H -0.428084 5.014584 -1.660781 -0.1 0.0 0.1 0.05
H 0.270110 4.685237 -0.156218 0.0 0.0 0.0 0.07
H 3.882514 1.626927 -0.498984 0.0 0.1 0.0 0.13
H 5.195931 -0.418368 -0.480556 0.0 0.0 0.0 0.10
H 5.769202 -2.659334 -1.361098 0.0 0.0 0.0 0.08
H 4.380725 -3.638219 -3.174794 0.0 0.0 0.0 0.09
H 2.509685 -2.349860 -4.138104 0.0 0.0 0.0 0.10
C -2.983122 0.643990 -2.552860 0.1 -0.1 0.0 -0.07
C -1.586568 0.095621 -2.911931 -0.1 0.1 -0.2 -0.71
C -1.696287 -1.441189 -2.954156 0.1 0.1 0.0 -0.06
C -1.293135 0.552529 -4.353910 0.1 0.1 0.0 -0.10
N -0.527301 0.575197 -2.036231 0.1 -0.2 0.6 -0.27
H -3.718866 0.360513 -3.315555 0.0 0.0 0.0 0.07
H -2.943719 1.733997 -2.500094 0.0 0.0 0.0 0.07
H -3.316661 0.234183 -1.596627 0.0 0.1 0.1 0.06
H -2.409810 -1.763869 -3.722834 0.0 0.0 0.0 0.07
H -2.035036 -1.823799 -1.995655 0.0 -0.1 0.1 0.05
H -0.714012 -1.864137 -3.179443 0.0 0.0 0.0 0.07
H -2.047389 0.174925 -5.053775 0.0 0.0 0.0 0.07
H -0.310118 0.188175 -4.660525 0.0 0.0 -0.1 0.06
H -1.284403 1.642566 -4.404406 0.0 0.0 0.0 0.02
C -0.249053 -3.105870 -0.024375 0.1 0.1 0.0 -0.08
C -1.557934 -2.554840 0.466366 -0.1 0.0 -0.1 -0.33
C -2.573455 -3.427197 0.843292 0.0 0.0 0.0 -0.08
C -3.794270 -2.959516 1.314139 0.0 0.0 0.0 -0.12
C -3.998678 -1.594399 1.421438 -0.1 0.0 0.1 -0.12
C -2.989977 -0.715577 1.042127 0.0 0.0 0.0 -0.14
C -1.770578 -1.166756 0.550918 0.1 0.1 -0.2 -0.31
Sb -0.132578 0.178943 -0.019942 -0.1 0.1 0.1 1.56
C 0.887548 -1.007733 2.560181 -0.2 0.0 0.0 -0.17
C 2.246771 -1.255616 2.321914 -0.2 0.1 -0.1 -0.20
C 3.104936 -1.844479 3.247142 0.1 -0.1 0.1 -0.15
C 2.614795 -2.222657 4.490190 0.1 0.0 0.0 -0.16
C 1.269816 -2.009843 4.772055 -0.1 0.0 0.0 -0.11
C 0.427189 -1.422140 3.827052 0.0 0.0 0.0 -0.34
C -1.036399 -1.238119 4.168997 0.1 0.0 0.0 -0.08
C -1.059427 2.019259 0.853695 0.2 -0.1 0.0 -0.27
C -2.253673 2.533330 0.356242 0.0 0.0 0.0 -0.15
C -2.806294 3.724068 0.815011 -0.1 0.0 0.0 -0.12
C -2.155067 4.439978 1.804399 0.0 0.0 0.0 -0.13
C -0.942686 3.969198 2.289798 0.0 0.0 0.0 -0.09
C -0.371024 2.786682 1.816567 0.0 0.0 -0.1 -0.32
C 0.996537 2.406187 2.299648 0.0 -0.2 0.0 -0.08
H -0.278227 -4.194417 -0.102817 0.0 0.0 0.0 0.07
H 0.540846 -2.812796 0.673005 0.0 0.0 0.0 0.06
H 0.013848 -2.691667 -1.001309 0.0 0.0 0.0 0.05
H -2.409814 -4.498393 0.766105 0.0 0.0 0.0 0.09
H -4.575621 -3.657826 1.594782 0.0 0.0 0.0 0.08
H -4.939356 -1.213523 1.806213 0.0 0.0 0.0 0.09
H -3.156405 0.349700 1.151169 0.0 0.0 0.0 0.07
H 2.657263 -0.973595 1.347359 0.1 0.0 0.0 0.06
H 4.153197 -2.010241 3.005586 0.0 0.0 0.0 0.07
H 3.268711 -2.673542 5.231099 0.0 0.0 0.0 0.07
H 0.876344 -2.305277 5.744828 0.0 0.0 0.0 0.08
H -1.212968 -1.306505 5.248060 0.0 0.0 0.0 0.05
H -1.643532 -2.002092 3.672175 0.0 0.0 0.0 0.06
H -1.390904 -0.271009 3.807536 0.0 0.0 0.0 0.06
H -2.765638 2.000444 -0.431891 0.0 0.0 0.0 0.06
H -3.739517 4.088011 0.396841 0.0 0.0 0.0 0.09
H -2.575841 5.363784 2.188131 0.0 0.0 0.0 0.08
H -0.417830 4.539281 3.051071 0.0 0.0 0.0 0.09
H 1.343888 3.086368 3.081407 0.0 0.0 0.0 0.07
H 1.695645 2.446062 1.459610 0.0 0.0 0.0 0.05
H 1.002675 1.379451 2.670036 0.0 -0.1 0.1 0.04
```
Positions in Å, forces in eV/Å.

=====

Entry 3:
Here is a structure of composition C33H37BrFN7O2ReSSi from the OMol25 dataset. Energies are from wB97M-V/def2-TZVPD.

Results
LUMO level (spin up / spin down) = -6.4201 / -6.1358 eV
Charge = +2
Multiplicity = 2
Energy relative to the best compared isomer or geometry (same formula, charge and spin) = 91.12 kJ/mol
Highest occupied orbital energy (spin up / spin down) = -12.7 / -12.5 eV

XYZ file:
```
84
Properties=species:S:1:pos:R:3:forces:R:3:lowdin_charge:R:1
Re 0.347795 0.737082 -0.000920 -0.4 -0.3 -0.2 1.43
C 0.855369 1.641317 -5.931922 0.0 0.0 0.0 -0.07
C 2.082840 1.086184 -5.228492 0.0 0.0 -0.1 -0.22
N 1.745271 0.169160 -4.139160 0.1 0.0 0.1 0.01
C 1.273721 0.564395 -2.959298 -0.1 0.0 0.0 -0.75
S 0.845903 -0.692824 -1.817770 0.0 0.0 0.0 0.78
N 1.131117 1.844401 -2.730961 0.0 0.0 0.0 0.03
N 0.577509 2.142357 -1.516038 0.1 0.1 0.0 -0.16
C 0.241459 3.382344 -1.329800 0.0 0.0 0.0 -0.27
C 0.309870 4.424438 -2.393585 0.0 0.0 0.0 0.00
C -0.160249 3.742807 0.034895 0.0 0.0 0.0 -0.21
C -0.608834 5.017063 0.341669 0.0 0.0 0.0 0.02
C -0.879963 5.345624 1.661201 0.0 0.0 0.0 0.00
C -0.657658 4.394926 2.637607 0.0 0.0 0.0 -0.01
C -0.216509 3.137617 2.260301 0.1 0.0 0.0 -0.08
N 0.003950 2.791592 0.987088 0.1 0.0 0.2 0.01
H 1.165938 2.238566 -6.788511 0.0 0.0 0.0 0.08
H 0.219908 0.833576 -6.294952 0.0 0.0 0.0 0.08
H 0.267736 2.273413 -5.266058 0.0 0.0 0.0 0.05
H 2.693794 0.518395 -5.928553 0.0 0.0 0.0 0.12
H 2.700716 1.888951 -4.824019 0.0 0.0 0.0 0.12
H 1.929480 -0.812415 -4.257420 -0.1 0.0 0.0 0.13
H 0.615209 3.987311 -3.337143 0.0 0.0 0.0 0.07
H -0.666713 4.896878 -2.517716 0.0 0.0 0.0 0.10
H 1.021057 5.206299 -2.118214 0.0 0.0 0.0 0.11
H -0.733466 5.748115 -0.442612 0.0 0.0 0.0 0.12
H -1.239346 6.333102 1.916864 0.0 0.0 0.0 0.13
H -0.822610 4.606176 3.684133 0.0 0.0 0.0 0.12
H -0.025102 2.388228 3.008349 0.0 0.0 0.0 0.11
C 3.413214 2.079664 -0.010965 0.0 0.0 -0.1 0.00
O 2.573984 0.948810 0.291702 -0.1 0.2 0.1 -0.25
C 3.175367 -0.202795 0.778583 0.0 -0.1 0.0 -0.19
C 4.528403 -0.352692 0.940103 0.0 0.0 0.0 -0.03
C 5.014593 -1.569665 1.429791 0.0 0.0 0.0 -0.67
Br 6.867811 -1.785344 1.660378 0.0 0.0 0.0 0.83
C 4.154859 -2.595869 1.734431 0.0 0.1 0.0 -0.06
C 2.770674 -2.442123 1.556572 0.0 0.1 0.0 -0.05
C 2.259307 -1.228783 1.073337 0.0 0.0 0.1 -0.27
O 0.966127 -1.025899 0.866074 0.1 0.0 0.0 -0.32
C 1.869082 -3.537380 1.873816 0.0 0.0 0.0 -0.15
N 0.541178 -3.513240 1.749235 0.1 0.1 0.0 0.22
C 0.004418 -4.732764 2.146452 0.0 -0.1 0.0 -0.15
C -1.303423 -5.196570 2.203761 0.0 0.0 0.0 0.01
C -1.474631 -6.489270 2.656310 0.0 0.0 0.0 -0.05
C -0.386226 -7.289589 3.036809 0.0 0.0 0.0 -0.05
C 0.913235 -6.827400 2.979558 0.0 0.0 0.0 0.01
C 1.081917 -5.526170 2.524549 0.0 0.0 0.0 -0.15
N 2.220180 -4.743502 2.339926 0.0 0.0 0.0 0.21
H 3.989779 2.350580 0.872178 0.0 0.0 0.0 0.11
H 2.744411 2.889868 -0.281919 0.0 0.0 0.0 0.08
H 4.068562 1.842000 -0.848223 0.0 0.0 0.0 0.12
H 5.222588 0.439007 0.699819 0.0 0.0 0.0 0.11
H 4.569661 -3.521295 2.109557 0.0 0.0 0.0 0.11
H 0.069885 -2.683089 1.410773 0.0 0.0 0.0 0.16
H -2.141714 -4.580145 1.909404 0.0 0.0 0.0 0.12
H -2.472834 -6.899565 2.719460 0.0 0.0 0.0 0.12
H -0.572189 -8.296294 3.384044 0.0 0.0 0.0 0.12
H 1.749398 -7.446692 3.273065 0.0 0.0 0.0 0.13
H 3.164607 -5.034193 2.530430 0.0 0.0 0.0 0.17
C -1.895945 1.194791 -3.035112 0.0 0.0 0.0 -0.17
Si -2.689788 0.666043 -1.437439 -0.1 0.0 0.0 0.47
C -3.344548 -1.050864 -1.785579 0.0 0.0 0.0 -0.15
C -3.921181 2.024811 -1.054161 0.0 0.0 0.0 -0.15
N -1.582548 0.538688 0.028435 0.4 0.1 0.0 -0.21
C -2.214738 0.187930 1.263583 -0.1 0.0 0.1 -0.25
C -3.577381 -0.137451 1.366482 0.1 0.0 0.0 -0.05
C -4.165276 -0.515575 2.560620 0.0 0.0 0.0 -0.05
C -3.422430 -0.595405 3.728154 0.0 0.0 0.0 -0.05
C -2.075330 -0.284062 3.681136 0.0 0.0 0.0 0.00
C -1.527271 0.095478 2.478039 0.0 0.0 -0.1 -0.23
F -0.193408 0.413283 2.499669 -0.1 0.0 0.1 -0.04
H -2.740347 1.227215 -3.731743 0.0 0.0 0.0 0.06
H -1.186837 0.473678 -3.433901 0.0 0.0 0.0 0.01
H -1.450833 2.188314 -3.040199 0.0 0.0 0.0 0.02
H -3.875843 -1.040016 -2.739985 0.0 0.0 0.0 0.05
H -4.008499 -1.486736 -1.043468 0.0 0.0 0.0 0.03
H -2.489007 -1.721949 -1.907198 0.0 0.0 0.0 0.04
H -4.470936 2.270784 -1.965434 0.0 0.0 0.0 0.05
H -3.369374 2.924650 -0.762423 0.0 0.0 0.0 0.03
H -4.650206 1.826153 -0.273281 0.0 0.0 0.0 0.03
H -4.202686 -0.105849 0.493616 0.0 0.0 0.0 0.07
H -5.220924 -0.750232 2.572809 0.0 0.0 0.0 0.12
H -3.882346 -0.888267 4.661313 0.0 0.0 0.0 0.12
H -1.442737 -0.320090 4.558095 0.0 0.0 0.0 0.13
```
Positions in Å, forces in eV/Å.